{"formula": "C16H34F3N2O3S", "method": "ωB97M-V/def2-TZVPD", "homo_lumo_gap_ha": 0.174, "multiplicity": 1, "e_homo_ev": -2.41, "molar_mass_g_mol": 391.52, "lumo_ev": 2.331, "total_charge": -1, "max_force_ha_per_bohr": 0.0225, "species": ["F", "C", "F", "F", "C", "C", "N", "N", "C", "S", "H", "H", "H", "H", "C", "C", "O", "C", "C", "H", "H", "H", "H", "H", "H", "H", "H", "H", "H", "C", "C", "O", "C", "C", "H", "H", "H", "H", "H", "H", "H", "H", "H", "H", "C", "C", "O", "C", "C", "H", "H", "H", "H", "H", "H", "H", "H", "H", "H"], "positions_angstrom": [[7.3143, -1.1561, -0.8736], [6.9869, 0.1620, -0.7551], [8.1633, 0.8311, -0.8976], [6.5885, 0.3270, 0.5113], [5.9613, 0.5823, -1.7932], [4.6084, 1.0901, -1.2490], [3.7725, 0.1610, -0.5243], [4.2163, -1.2488, -0.8646], [3.5807, -1.7323, -1.7629], [2.9533, -2.4354, -3.0591], [5.8001, -0.2033, -2.5270], [6.4163, 1.4209, -2.3295], [4.8278, 1.9772, -0.6346], [4.0813, 1.4737, -2.1453], [-1.9892, -2.3077, 0.8115], [-0.5903, -2.7581, 0.4185], [0.1827, -1.7587, -0.1992], [0.4651, -0.5936, 0.5499], [1.2391, -0.8527, 1.8295], [-2.5308, -1.9287, -0.0562], [-2.5511, -3.1436, 1.2337], [-1.9654, -1.5118, 1.5586], [-0.6614, -3.5629, -0.3148], [-0.0635, -3.1721, 1.2881], [-0.4582, -0.0338, 0.7587], [1.0729, 0.0260, -0.1097], [0.6712, -1.4612, 2.5391], [1.4794, 0.0927, 2.3176], [2.1709, -1.3723, 1.6042], [-7.8350, -2.7674, 1.6621], [-6.3678, -2.9674, 1.3186], [-5.5808, -1.8012, 1.4490], [-5.5216, -1.2201, 2.7372], [-4.9548, -2.1401, 3.8054], [-8.2660, -1.9765, 1.0465], [-8.3900, -3.6898, 1.4857], [-7.9766, -2.4895, 2.7076], [-6.2779, -3.2601, 0.2723], [-5.9430, -3.7868, 1.9104], [-6.5083, -0.8450, 3.0355], [-4.8744, -0.3495, 2.6305], [-5.5792, -3.0210, 3.9626], [-4.8840, -1.6099, 4.7560], [-3.9584, -2.4820, 3.5223], [1.1544, 3.1777, -0.3866], [2.3512, 3.4856, -1.2688], [2.2229, 3.0116, -2.5971], [1.1346, 3.5116, -3.3391], [1.1417, 5.0229, -3.5153], [0.9764, 2.1029, -0.3636], [1.3381, 3.5249, 0.6312], [0.2430, 3.6630, -0.7457], [3.2300, 2.9904, -0.8618], [2.5632, 4.5640, -1.2684], [0.1848, 3.1826, -2.8999], [1.2080, 3.0338, -4.3171], [1.0502, 5.5463, -2.5625], [0.3054, 5.3312, -4.1458], [2.0715, 5.3467, -3.9862]], "forces_ev_per_a": [[0.0944, 0.2494, 0.0098], [-0.4615, -1.0132, -0.2303], [0.0172, 0.1576, 0.1153], [0.2230, 0.2695, -0.0217], [0.0122, 0.8787, 0.0120], [0.1152, -0.7454, -0.5097], [0.0416, 0.4684, 0.9907], [-0.8954, 0.2232, -0.7003], [0.7210, -0.4627, -0.1627], [-0.1139, 0.0818, 0.3004], [0.1310, -0.2383, 0.2148], [0.0158, -0.0417, -0.0291], [-0.0272, -0.1424, 0.2362], [0.2896, 0.1073, -0.1312], [0.0041, 0.0790, 0.0337], [0.0444, 0.0384, 0.1331], [-0.0864, -0.1500, -0.3084], [0.0730, 0.2500, 0.0938], [-0.0388, -0.2043, 0.0357], [-0.0136, -0.0219, -0.0038], [-0.0171, -0.0124, -0.0246], [0.0144, -0.0330, 0.0311], [0.0400, 0.0194, -0.0443], [-0.0392, 0.0221, 0.0476], [-0.0596, -0.0729, 0.0617], [0.1426, -0.1654, -0.0130], [-0.0624, 0.0445, 0.0313], [0.0497, 0.0105, -0.0636], [0.0445, 0.1217, -0.0581], [0.0027, 0.0973, 0.0597], [-0.0318, -0.0945, 0.0374], [0.0403, 0.0869, -0.1558], [-0.0070, 0.0059, 0.1175], [0.0061, -0.0988, -0.0461], [-0.0011, -0.0163, -0.0196], [0.0086, -0.0038, -0.0239], [0.0020, -0.0586, 0.0150], [0.0582, 0.0501, -0.0097], [-0.0298, 0.0091, 0.0399], [-0.0137, -0.0409, 0.0224], [0.0027, -0.0125, -0.0810], [-0.0360, 0.0314, 0.0372], [0.0117, 0.0216, -0.0114], [0.0073, 0.0252, 0.0014], [-0.1660, -0.0266, -0.1455], [-0.0398, 0.1555, 0.2139], [0.1004, 0.0364, -0.1220], [-0.0830, -0.0152, 0.0353], [0.0444, 0.0403, 0.0444], [0.0678, 0.0243, 0.0247], [0.0487, -0.0217, 0.0051], [0.0167, 0.0567, 0.0531], [-0.1889, 0.0484, -0.1276], [-0.0615, 0.0141, -0.0187], [-0.0119, 0.0487, 0.0126], [0.0390, -0.0434, 0.0215], [-0.0489, -0.0126, 0.0016], [0.0068, -0.0192, -0.0175], [-0.0029, -0.0058, -0.0107]]}

{"formula": "C22H39N3O4PdS", "method": "ωB97M-V/def2-TZVPD", "homo_lumo_gap_ha": 0.122, "multiplicity": 1, "e_homo_ev": 0.86, "molar_mass_g_mol": 548.06, "lumo_ev": 4.168, "total_charge": -2, "max_force_ha_per_bohr": 0.0044, "species": ["Pd", "C", "N", "C", "C", "O", "C", "O", "C", "C", "O", "N", "C", "C", "H", "H", "H", "H", "H", "H", "H", "H", "H", "H", "H", "H", "H", "H", "H", "H", "C", "S", "C", "O", "H", "H", "H", "H", "H", "H", "C", "C", "C", "C", "C", "C", "C", "C", "C", "C", "C", "C", "N", "H", "H", "H", "H", "H", "H", "H", "H", "H", "H", "H", "H", "H", "H", "H", "H", "H"], "positions_angstrom": [[-2.0288, -0.2721, 0.0673], [-0.1306, 0.2683, -3.2647], [0.6631, 0.3875, -2.0547], [0.8303, 1.7031, -1.4500], [1.0643, -0.7355, -1.4303], [0.9775, -1.8610, -1.9224], [1.6525, -0.5335, -0.0359], [2.1192, -1.7447, 0.5227], [3.1528, -2.3229, -0.2129], [2.9102, -3.8158, -0.4015], [2.2738, -4.4717, 0.3964], [3.4706, -4.4057, -1.5153], [4.4334, -3.7694, -2.3820], [3.3727, -5.8438, -1.6243], [-0.9446, 0.9912, -3.2202], [-0.5630, -0.7276, -3.3174], [0.4711, 0.4540, -4.1638], [0.1584, 2.3981, -1.9420], [1.8567, 2.0702, -1.5640], [0.5371, 1.7025, -0.3994], [0.8416, -0.1597, 0.6009], [2.4524, 0.2181, -0.0470], [4.1112, -2.2195, 0.3240], [3.2601, -1.8342, -1.1795], [4.2133, -2.7154, -2.5188], [4.3862, -4.2393, -3.3661], [5.4629, -3.8675, -2.0107], [2.4623, -6.1750, -1.1341], [4.2226, -6.3533, -1.1510], [3.3439, -6.1227, -2.6793], [-4.1313, -2.7296, -0.1643], [-2.6422, -2.0302, -0.9291], [-1.5730, -3.4504, -0.5637], [-2.9207, -2.1834, -2.3959], [-4.3320, -3.7128, -0.6005], [-4.9399, -2.0389, -0.3920], [-3.9810, -2.7820, 0.9128], [-1.7445, -3.7769, 0.4620], [-0.5390, -3.1402, -0.6893], [-1.8288, -4.2356, -1.2802], [-1.0883, 1.5560, 4.2657], [0.2550, 1.8401, 3.5835], [0.9553, 0.5134, 3.2776], [0.0822, 2.7867, 2.4079], [0.8244, 3.9470, 2.3842], [0.6084, 4.9764, 1.4545], [-0.5246, 4.8435, 0.6404], [-1.3114, 3.7105, 0.6106], [-2.6265, 3.7746, -0.1503], [-3.8014, 3.2768, 0.6971], [-2.6218, 3.0683, -1.5097], [-0.8850, 2.4818, 1.3235], [-1.2805, 1.2835, 1.0556], [-0.9602, 0.8905, 5.1283], [-1.7528, 1.0779, 3.5434], [-1.5518, 2.4859, 4.6065], [0.8862, 2.3774, 4.3071], [0.3119, -0.1032, 2.6527], [1.1716, -0.0304, 4.2065], [1.9013, 0.6765, 2.7543], [1.5868, 4.0833, 3.1545], [1.1999, 5.8852, 1.4628], [-0.8334, 5.6947, 0.0289], [-2.8030, 4.8425, -0.3484], [-3.6459, 2.2290, 0.9565], [-4.7465, 3.3701, 0.1480], [-3.8746, 3.8575, 1.6210], [-2.4092, 2.0061, -1.3754], [-1.8687, 3.5112, -2.1689], [-3.5984, 3.1644, -2.0024]], "forces_ev_per_a": [[0.0225, 0.0502, 0.0308], [0.0201, 0.0126, 0.0417], [-0.0355, -0.1452, -0.0395], [0.0292, 0.0279, 0.0464], [-0.0449, 0.0651, 0.0318], [0.0962, 0.0581, -0.0799], [-0.0832, -0.0313, 0.0513], [-0.0442, -0.0349, -0.0091], [0.0729, -0.0318, -0.0397], [-0.1271, 0.0587, -0.1760], [0.0362, -0.0157, 0.0788], [0.0580, -0.0137, 0.0987], [0.0131, 0.0184, -0.0204], [-0.0113, 0.0000, -0.0078], [-0.0026, 0.0013, 0.0043], [0.0100, -0.0264, 0.0131], [-0.0036, -0.0006, 0.0102], [-0.0274, 0.0474, -0.0367], [-0.0030, -0.0034, -0.0032], [-0.0142, -0.0357, -0.0393], [0.0365, -0.0019, -0.0004], [-0.0109, 0.0309, -0.0307], [0.0198, 0.0075, 0.0231], [-0.0025, -0.0176, 0.0560], [-0.0092, -0.0171, -0.0090], [-0.0011, 0.0030, 0.0051], [-0.0023, -0.0035, -0.0056], [0.0003, 0.0058, 0.0022], [0.0063, 0.0030, -0.0105], [-0.0077, -0.0011, 0.0052], [0.0273, -0.0449, -0.0560], [0.0224, -0.0167, 0.0377], [-0.1122, -0.0294, -0.0365], [0.0237, 0.0418, -0.0077], [0.0064, 0.0150, 0.0035], [-0.0048, -0.0009, 0.0022], [-0.0054, 0.0020, 0.0124], [0.0568, 0.0598, 0.0305], [-0.0061, 0.0186, -0.0453], [-0.0234, -0.0213, 0.0489], [0.0059, 0.0102, -0.0227], [0.0105, 0.0362, 0.0125], [0.0155, -0.0008, -0.0060], [-0.0430, -0.0395, -0.0257], [-0.0036, 0.0251, -0.0073], [0.0206, -0.0042, 0.0089], [-0.0149, 0.0249, 0.0172], [-0.0097, -0.0115, 0.0038], [0.0202, 0.0085, -0.0219], [0.0177, 0.0020, 0.0103], [-0.0080, -0.0161, -0.0102], [-0.0529, -0.0006, 0.0116], [0.0502, 0.0034, 0.1424], [-0.0013, -0.0004, -0.0027], [-0.0140, -0.0024, -0.0084], [0.0024, -0.0097, -0.0049], [-0.0084, -0.0022, -0.0027], [-0.0196, -0.0221, -0.0348], [0.0002, -0.0020, 0.0040], [-0.0066, 0.0067, -0.0155], [-0.0009, 0.0017, -0.0047], [0.0019, -0.0015, -0.0008], [0.0042, -0.0052, -0.0050], [0.0011, 0.0005, 0.0057], [0.0038, -0.0174, 0.0020], [0.0065, -0.0041, 0.0041], [-0.0020, -0.0065, 0.0002], [0.0123, -0.0031, -0.0205], [0.0361, -0.0098, -0.0082], [0.0007, 0.0055, -0.0012]]}

{"formula": "C5H11NO", "method": "ωB97M-V/def2-TZVPD", "homo_lumo_gap_ha": 0.395, "multiplicity": 1, "e_homo_ev": -9.84, "molar_mass_g_mol": 101.15, "lumo_ev": 0.904, "max_force_ha_per_bohr": 0.0537, "species": ["C", "C", "C", "C", "C", "N", "O", "H", "H", "H", "H", "H", "H", "H", "H", "H", "H", "H"], "positions_angstrom": [[-0.1269, 0.6846, -1.9392], [-0.5481, 0.8739, -0.4546], [-1.9160, 1.5928, -0.3697], [-0.5651, -0.5188, 0.1861], [0.7605, -0.7629, 0.8770], [1.2220, -2.0839, 0.7294], [1.4588, 0.0252, 1.4524], [-0.8828, 0.1249, -2.4982], [0.0325, 1.5576, -2.5766], [0.8484, 0.1874, -1.8872], [0.2099, 1.5251, -0.0328], [-1.8985, 2.2740, 0.4765], [-2.7882, 0.9428, -0.3608], [-1.9967, 2.1862, -1.2848], [-1.3136, -0.5324, 0.9907], [-0.8128, -1.3586, -0.4509], [2.2022, -2.3206, 0.7244], [0.7802, -2.5928, -0.0141]], "forces_ev_per_a": [[0.2390, -0.1691, 0.2275], [-1.0181, 0.0264, -1.9098], [0.8314, 0.2639, -0.5945], [0.1606, 0.9859, 1.7671], [1.5356, -2.1554, -0.7917], [-0.7231, -0.1013, -0.6395], [-0.2941, 1.0595, 0.4099], [0.2304, -0.4647, 0.2091], [-0.0633, 0.4795, 0.6410], [-0.2226, -0.3510, -0.5076], [0.0338, -0.2346, 0.5561], [-0.4126, -0.0491, 0.1605], [0.0831, -0.1927, 0.2414], [-0.1905, 0.2338, 0.2084], [0.0516, 0.0351, -0.0698], [-0.0579, 0.1666, -0.4950], [0.1542, 0.6489, 0.6175], [-0.3374, -0.1818, -0.0307]]}

{"formula": "C2H4N2O2S", "method": "ωB97M-V/def2-TZVPD", "homo_lumo_gap_ha": [0.293, 0.293], "multiplicity": 1, "e_homo_ev": [-8.26, -8.26], "molar_mass_g_mol": 120.13, "lumo_ev": [-0.297, -0.296], "max_force_ha_per_bohr": 0.0611, "species": ["C", "N", "S", "H", "H", "H", "O", "C", "N", "O", "H"], "positions_angstrom": [[-0.4173, -1.3675, -1.2556], [-0.1608, -0.9134, -0.0292], [0.7297, -1.6288, 1.1092], [-1.3370, -0.7974, -1.6538], [0.0009, -2.2587, -1.8084], [-0.6910, -0.1048, 0.3288], [-0.2798, 2.6544, -1.2149], [0.6758, 2.3451, -0.6335], [1.5184, 2.3212, 0.1887], [2.5549, 1.5729, 0.6664], [2.2061, 1.4638, 1.5868]], "forces_ev_per_a": [[-2.2934, 2.1065, 0.4208], [-1.0739, -1.0682, -2.5012], [1.6088, -0.6566, 1.6277], [1.8339, -1.0721, -0.0724], [-0.1942, 1.2074, 1.4224], [0.0948, -0.4056, -0.8816], [-1.1133, -0.0627, -1.4590], [-0.7716, 0.1417, -0.0679], [1.7470, 0.3804, 1.3337], [-0.8143, -0.1663, 0.9221], [0.9764, -0.4045, -0.7445]]}